1.
102
Properties=species:S:1:pos:R:3:forces:R:3:mulliken_charge:R:1 method="wB97M-V/def2-TZVPD" spin_multiplicity=1 charge=0 de_lowest_kj_mol=175.2
C 3.2958 6.3229 -12.7274 -0.264 -0.498 0.150 -1.1604
C 4.4057 5.4003 -13.1857 -0.453 -0.917 -0.466 0.7491
O 4.7678 5.3609 -14.3406 -0.011 0.432 0.077 -0.5497
C 4.9729 4.4024 -12.2027 0.167 0.805 0.220 -0.6379
H 2.6133 5.8057 -12.0472 0.257 -0.103 0.154 0.3496
H 2.6781 6.5931 -13.5808 0.344 0.465 -0.080 0.3287
H 3.7011 7.1692 -12.1743 -0.051 0.204 -0.212 0.2643
H 5.5225 4.9917 -11.4583 0.022 -0.280 0.136 0.1551
H 5.6541 3.7404 -12.7266 0.031 -0.100 0.065 0.0753
H 4.1844 3.8606 -11.6822 0.009 -0.035 -0.017 0.4224
C 10.9156 8.9524 -14.5711 0.813 0.040 0.553 0.2543
C 12.3518 9.3582 -14.8261 -0.347 0.106 0.339 0.5655
O 13.2905 8.6265 -14.6478 0.503 -0.426 0.017 -0.5108
C 12.5779 10.8229 -15.1546 -0.402 0.090 -0.439 -1.2660
H 10.6613 9.6855 -13.7978 -0.972 0.206 -0.511 0.1270
H 10.7915 7.9906 -14.0816 0.430 -0.242 -0.306 -0.5722
H 10.3471 8.9563 -15.4991 -0.369 0.488 0.204 0.4020
H 11.6683 11.4125 -15.0439 0.007 -0.026 0.157 0.3486
H 12.8667 10.9283 -16.2024 0.207 -0.117 0.040 0.3236
H 13.3667 11.2293 -14.5260 0.083 -0.056 -0.033 0.3357
C 14.0056 3.7050 -10.4706 0.077 0.494 -0.150 -0.8290
C 14.7386 3.8450 -11.7798 0.010 -0.342 0.301 1.0088
O 14.2828 3.3526 -12.7845 -0.144 -0.077 -0.216 -0.6010
C 16.0712 4.5252 -11.8279 0.696 0.611 0.042 -1.1221
H 14.3634 2.7738 -10.0278 -0.234 -0.029 0.151 0.4874
H 12.9401 3.6818 -10.6886 0.143 -0.467 0.204 -0.0705
H 14.1962 4.5272 -9.7805 0.136 -0.042 0.031 0.2433
H 16.4100 4.9949 -10.9053 -0.239 -0.139 0.159 0.3141
H 16.0189 5.3024 -12.5961 0.139 -0.055 0.382 0.3717
H 16.8581 3.8467 -12.1601 -0.165 -0.184 -0.027 0.3900
C 10.5950 4.5540 -11.3671 1.137 0.617 -0.474 -0.2243
C 9.7533 5.6997 -11.8995 -0.306 -0.931 0.201 0.4728
O 9.9340 6.1663 -12.9997 -0.059 0.108 -0.073 -0.1540
C 8.6772 6.1886 -10.9667 0.167 -0.303 -0.264 -0.9941
H 10.3230 4.2423 -10.3654 -0.040 -0.157 -0.007 0.4623
H 11.6303 4.9270 -11.3704 -0.255 0.147 0.310 -0.6203
H 10.7315 3.7228 -12.0614 -0.687 -0.063 -0.047 0.2416
H 8.3617 5.3678 -10.3262 -0.120 0.082 0.108 0.5094
H 7.8398 6.5482 -11.5632 0.055 0.330 0.186 0.3188
H 9.1291 6.9542 -10.3299 -0.268 0.174 -0.003 -0.0586
C 11.3403 10.4346 -9.2519 0.571 0.714 -0.175 -0.9996
C 10.0655 10.0628 -8.5429 0.152 -1.166 0.404 0.8882
O 9.2701 9.3003 -9.0559 -0.133 0.423 0.066 -0.4672
C 9.9464 10.5449 -7.0944 0.098 0.787 -2.138 -1.3056
H 11.3189 11.4629 -9.6309 -0.253 0.013 0.070 0.4046
H 11.6000 9.7981 -10.0948 -0.397 -0.188 0.076 0.0048
H 12.1806 10.4368 -8.5555 -0.036 -0.140 0.039 0.4296
H 9.6214 11.5868 -7.2048 0.010 0.027 0.343 0.4260
H 10.9754 10.5715 -6.7507 -0.255 -0.212 0.860 0.3788
H 9.1860 9.9917 -6.5717 0.161 -0.237 0.423 0.2513
C 14.9368 5.7565 -14.7982 0.789 0.134 -0.378 -0.5044
C 13.7592 5.1476 -15.5064 -0.040 0.167 0.134 0.3770
O 13.8687 4.6583 -16.6046 -0.063 -0.093 -0.198 -0.6341
C 12.4528 5.1321 -14.7473 -0.111 -0.297 -0.620 -0.0598
H 14.7347 6.7640 -14.4383 -0.318 -0.171 0.424 0.2584
H 15.7904 5.8746 -15.4691 -0.148 -0.258 -0.235 0.4017
H 15.2569 5.0600 -14.0176 -0.462 0.351 -0.350 -0.2615
H 12.2881 6.0540 -14.1963 0.070 -0.099 0.202 -0.1820
H 12.4637 4.2493 -14.1025 0.060 0.239 0.239 0.1947
H 11.6402 4.9847 -15.4599 -0.016 0.126 0.010 0.2732
C 8.1255 7.1009 -6.2532 -1.307 1.427 0.621 -0.8050
O 8.1801 6.7702 -7.6140 0.448 -0.727 -0.133 -0.3063
H 7.1194 7.4600 -5.9840 -0.129 -0.406 -0.016 0.3688
H 8.3512 6.2836 -5.5761 0.221 -0.369 -0.482 0.3200
H 8.7165 7.9679 -5.9476 0.696 -0.172 -0.306 0.2026
H 7.9429 7.5172 -8.1737 0.146 0.222 0.302 0.2365
C 13.3073 7.3913 -10.7377 0.692 1.146 0.180 -0.2936
O 13.8218 7.2210 -9.4137 -0.197 -0.323 0.150 -0.4065
H 13.1026 8.4563 -10.9035 -0.299 -0.126 -0.025 0.2726
H 14.0617 7.1606 -11.4936 -0.236 -0.568 -0.064 0.3154
H 12.3861 6.8282 -10.8259 0.121 -0.154 -0.080 -0.1481
H 14.6721 7.6605 -9.3336 0.009 0.052 -0.160 0.2328
C 7.8537 9.9480 -12.2427 -0.671 -0.046 -0.491 -0.3300
O 8.7995 10.9975 -12.3623 0.406 -0.152 0.353 -0.5603
H 8.1702 9.0464 -11.7149 0.476 0.212 0.039 -0.0627
H 6.9320 10.2934 -11.7610 0.060 0.070 -0.001 0.3501
H 7.6107 9.6666 -13.2694 -0.089 -0.092 0.104 0.3030
H 9.3246 11.0451 -11.5573 -0.134 -0.033 0.024 0.2844
C 9.1409 1.3745 -14.3558 0.386 0.399 0.507 -0.5154
O 7.8418 1.6791 -13.8542 -0.436 0.165 -0.310 -0.4248
H 9.8146 1.8110 -13.6151 0.160 -0.316 -0.071 0.0159
H 9.3088 0.2985 -14.4193 -0.038 0.045 -0.056 0.3203
H 9.3863 1.8672 -15.2986 -0.336 -0.087 -0.090 0.3361
H 7.1990 1.7516 -14.5665 0.150 -0.072 -0.072 0.2623
C 7.8072 1.3057 -10.3740 -0.271 1.206 0.845 -0.3138
O 7.7311 0.3854 -11.4143 -0.320 -0.340 -0.019 -0.5041
H 8.6381 2.0159 -10.4736 0.184 -0.161 -0.099 0.0027
H 6.9205 1.9416 -10.2201 -0.190 -0.129 -0.560 0.1825
H 7.8868 0.8476 -9.3863 0.358 -0.592 -0.307 0.3435
H 7.4341 0.8289 -12.2281 0.357 -0.019 0.220 0.3434
C 11.3958 5.8671 -7.2486 0.242 -0.708 -0.689 0.0495
O 12.7653 5.6854 -6.9473 0.227 0.202 0.487 -0.5876
H 11.2040 5.4381 -8.2397 -0.237 0.273 -0.125 -0.0673
H 10.8244 5.2457 -6.5624 -0.039 0.271 0.237 0.3070
H 11.0638 6.9054 -7.2329 -0.028 0.023 0.149 0.0241
H 13.2955 6.2833 -7.4858 -0.199 -0.046 -0.222 0.2898
C 8.0049 5.3464 -15.9494 1.135 -0.483 -0.067 -0.3453
O 8.8531 6.4956 -15.9078 -0.437 -0.085 0.815 -0.4994
H 8.1081 5.0106 -16.9822 -0.854 -0.062 0.028 0.3298
H 8.4323 4.5306 -15.3429 0.055 0.120 0.013 0.0064
H 7.0013 5.5064 -15.5511 -0.129 0.212 -0.572 0.2163
H 8.9926 6.6382 -14.9619 0.321 0.292 -0.118 0.2299

---

2.
117
Properties=species:S:1:pos:R:3:forces:R:3:mulliken_charge:R:1 method="wB97M-V/def2-TZVPD" spin_multiplicity=1 charge=0 de_lowest_kj_mol=0.0
Tl 12.5913 11.1567 12.7390 0.697 -0.784 -0.261 2.5681
C 13.0194 15.7336 10.7713 1.999 0.329 2.022 -1.4459
C 14.1257 14.7338 10.5999 1.059 0.199 -0.185 0.8276
N 15.3309 15.2130 10.3651 0.316 -1.016 -0.488 -0.6107
C 16.3706 14.3349 10.1091 -0.812 -0.090 0.894 -1.4273
C 16.2523 12.9673 10.1595 -0.339 1.189 -1.194 0.8709
C 17.4085 12.1418 9.7576 1.978 -0.879 -0.167 -0.8502
O 17.7918 11.2336 10.8439 0.106 0.652 -0.515 -0.5341
C 14.9896 12.4264 10.4789 -0.731 1.537 0.394 -0.1924
C 14.8162 11.0513 10.4923 0.591 -2.843 0.343 0.3104
N 13.8911 10.3257 11.0749 -0.292 0.811 -0.046 0.0260
C 13.7827 8.9179 10.9734 2.545 -0.369 -0.626 -0.0448
C 14.8873 8.0625 11.2170 0.481 0.902 1.306 -0.3400
C 14.6876 6.7153 11.3878 -0.468 -0.909 -0.238 -0.7169
C 13.4555 6.1298 11.0798 0.356 0.658 0.062 -0.5199
C 12.4144 6.9638 10.7080 -0.353 -1.970 -0.220 -0.5875
C 12.6047 8.3090 10.6524 -1.441 1.392 0.011 0.0189
I 10.9251 9.5461 10.2749 0.141 -0.244 0.012 0.0682
C 13.9049 13.3042 10.7679 0.642 0.024 0.184 1.0080
O 12.8007 12.8648 11.2063 -0.735 0.477 -0.063 -0.9151
H 13.3293 16.6516 10.2917 -0.162 0.108 -0.353 0.4599
H 12.9860 15.9919 11.8711 -0.398 -0.371 -0.937 0.1416
H 12.1200 15.3364 10.4245 -1.636 -0.381 -0.427 0.4402
H 17.3502 14.7468 9.9425 0.097 0.420 -0.174 0.3308
H 18.2617 12.7955 9.3848 -0.777 -0.524 0.963 0.3064
H 17.3062 11.4600 8.8804 -0.641 0.405 0.675 0.3482
H 17.8851 11.7402 11.6670 -0.053 -0.029 -0.409 0.3777
H 15.6626 10.5177 10.0105 -0.805 -0.133 0.122 0.5065
H 15.8838 8.4378 11.5495 -0.998 0.152 -0.487 0.3137
H 15.4442 6.0784 11.8287 0.286 0.169 -0.305 0.3889
H 13.3281 5.0586 11.1323 -0.123 0.005 0.137 0.4071
H 11.4566 6.4957 10.4755 0.172 0.415 0.011 0.3632
S 14.6052 7.4584 15.4250 0.274 -0.258 -0.097 -0.3775
C 13.7155 8.3550 14.4152 0.078 0.106 0.238 0.2601
N 13.0650 9.0459 13.7296 -0.273 0.467 -0.281 -0.7234
F 9.3497 14.6378 16.5725 -0.029 0.025 0.305 -0.3811
C 9.9645 13.7773 15.7352 -0.714 -0.402 1.467 0.4163
C 10.3877 12.5453 16.2549 -0.106 0.315 -0.217 -0.4368
C 11.0389 11.7177 15.3587 0.022 0.598 -1.779 -0.0241
C 11.2052 12.1114 13.9580 -0.047 -0.209 2.764 -1.2565
C 10.7670 13.3591 13.5750 -0.254 -0.609 0.079 -0.2730
C 10.0813 14.1702 14.4463 0.520 0.321 0.022 -0.8446
H 10.2067 12.2641 17.3154 0.251 0.320 -0.948 0.4689
H 11.4355 10.7958 15.7376 0.086 -0.379 -0.225 0.5629
H 10.9185 13.7451 12.6069 0.351 0.104 -1.164 0.5294
H 9.7964 15.1578 14.1537 -0.355 0.374 -0.068 0.4811
F 8.9518 8.2880 18.9425 -1.443 0.295 0.777 -0.2716
C 10.1259 7.7217 18.7647 2.116 2.373 -0.946 0.7863
F 10.4550 7.0224 19.8501 -0.241 -0.530 0.077 -0.2557
F 9.9944 6.9446 17.7085 0.270 -1.127 -0.453 -0.2693
C 11.1798 8.8549 18.5223 -0.586 -0.735 -0.312 -0.5329
C 12.1109 8.8592 17.4611 -1.687 -1.240 1.403 0.0316
C 13.0200 9.8462 17.3992 0.447 1.462 0.363 -0.7425
C 12.9628 10.9249 18.3157 1.166 -0.777 -0.742 1.1328
C 12.0754 10.9215 19.3533 -0.344 -0.018 0.267 -0.8494
C 11.1576 9.8974 19.4194 -0.818 -0.365 0.506 -1.0026
P 14.1587 12.2228 18.0234 0.641 0.311 -0.185 1.1691
C 15.7421 11.4089 18.4397 1.106 0.900 0.584 0.3087
C 15.9682 10.0903 18.8077 0.082 -1.618 -0.243 0.1588
C 17.2641 9.5813 18.9964 -0.603 0.527 -0.173 -0.9343
C 18.3539 10.4353 18.8643 -0.107 -1.879 0.229 0.0768
C 18.1689 11.7687 18.6130 -1.786 0.594 -0.679 -0.7471
C 16.8653 12.2870 18.4016 0.568 -1.302 0.306 -0.5213
C 19.7346 9.8345 18.9219 1.101 -0.273 0.691 0.7477
F 20.5944 10.6858 19.5297 -0.112 0.129 0.032 -0.2810
F 20.2777 9.5455 17.7417 -0.146 0.583 -1.303 -0.2740
F 19.8623 8.6512 19.5638 -0.931 0.300 0.655 -0.2856
C 13.8308 13.2174 19.5036 0.346 1.486 0.434 0.0412
C 14.4319 13.1745 20.7543 -0.939 0.313 1.886 -0.2651
C 13.8453 13.9464 21.8296 -0.340 -1.096 -0.784 -0.9443
C 12.6680 14.7084 21.6563 1.007 0.033 0.197 0.3567
C 12.1979 14.9025 20.3568 0.001 -0.828 -0.449 -0.7686
C 12.8434 14.1872 19.3062 -0.887 0.674 0.371 -0.5490
C 11.9965 15.3327 22.9052 -0.946 -0.984 -0.019 0.7329
F 11.3524 14.3681 23.6681 0.523 0.557 -0.932 -0.2680
F 11.0413 16.2361 22.5820 0.537 -0.368 -0.085 -0.2794
F 12.8327 15.9169 23.7621 0.375 0.131 -0.362 -0.2447
H 12.1005 8.0794 16.7395 0.118 -0.646 -0.401 0.6491
H 13.7927 9.7568 16.6486 0.068 0.406 -0.167 -0.0775
H 12.0819 11.6530 20.1504 -0.041 0.220 -0.263 0.3093
H 10.3751 9.9530 20.1732 0.232 -0.263 0.061 0.4122
H 15.1958 9.2929 18.8585 0.152 1.084 -0.045 0.2139
H 17.3670 8.5164 19.1980 0.201 0.313 0.010 0.4341
H 19.0255 12.3635 18.4356 0.672 0.807 0.160 0.4712
H 16.7355 13.3512 18.2149 -0.049 -0.158 -0.128 0.6981
H 15.2404 12.4582 20.9771 -0.407 0.566 -0.102 0.3806
H 14.1562 13.7868 22.8587 0.420 0.078 -0.236 0.3392
H 11.2672 15.4713 20.2011 0.780 -0.104 -0.194 0.4367
H 12.5805 14.3503 18.2615 -0.527 0.076 0.246 0.5299
N 16.8546 17.5745 17.4704 1.635 0.549 -0.212 0.1005
C 18.1794 17.1202 17.4447 -0.783 0.396 0.116 -0.8795
C 18.0785 15.7919 17.7053 -0.017 0.375 0.041 -0.3745
N 16.7686 15.4328 17.8429 -0.427 -0.606 0.111 -0.0891
C 16.0680 16.5335 17.6815 -0.003 -1.258 -0.159 -0.7061
H 16.5048 18.4369 17.1205 0.111 0.666 -0.248 0.3171
H 19.0631 17.7223 17.3088 -0.308 0.264 -0.015 0.4234
H 18.9112 15.1271 17.8305 -0.001 -0.375 0.050 0.4085
H 14.9967 16.5823 17.5873 -0.097 0.019 0.265 0.5550
O 16.2619 18.5586 14.8233 -0.763 -1.273 -0.439 -0.5452
C 17.0376 17.6364 14.0255 -0.156 1.096 -1.382 -0.6750
N 16.9771 16.2225 14.3375 0.104 0.832 0.069 0.1236
C 15.8024 15.5615 14.2819 1.366 -0.768 1.420 -0.0553
O 14.7765 16.1843 14.2046 -1.645 0.273 -0.658 -0.6902
C 15.8754 14.0581 14.4642 0.447 0.229 -0.630 1.4573
C 16.9460 13.3302 14.9849 -2.150 -0.416 -0.363 -0.6115
C 16.8141 11.9504 15.0399 1.310 0.941 0.542 -1.4784
C 15.8198 11.3672 14.3287 -1.112 -2.477 -0.228 -0.7376
N 14.8082 12.0298 13.7577 0.274 -0.307 0.444 1.2682
C 14.8228 13.3348 13.9284 0.336 0.143 -0.078 -1.6755
H 15.2989 18.3172 14.7340 1.401 0.086 -0.151 0.3821
H 18.0931 17.9548 14.1937 -0.840 -0.231 -0.360 0.3936
H 16.7452 17.7423 12.9060 0.451 0.071 1.823 0.2579
H 17.8511 15.7925 14.5443 0.201 -0.479 0.148 0.2518
H 17.7676 13.7443 15.4612 1.388 1.099 0.775 0.5746
H 17.5230 11.4307 15.6799 -0.146 -0.433 -0.540 0.6534
H 15.7594 10.2655 14.2695 0.021 0.579 -0.005 0.2751
H 13.9643 13.8249 13.5838 -1.092 1.020 -0.526 0.7232

---

How do the records compare in E_HOMO? In the order shown, they have -8.6637 -8.2963 eV.
How do the records compare in orbital gap? In the order shown, they have 8.7 7.5 eV.